Entry 1:
The following is a quantum chemistry calculation of one molecule with the formula C3H3N5 in a non-equilibrium geometry, from the Open Molecules 2025 dataset.

Geometry as ORCA input:
```
! RIJCOSX wB97M-V def2-TZVPD def2/J DEFGRID3
* xyz 0 1
H 2.6175 0.4319 1.0545
N 2.2761 -0.4323 0.3988
C 1.1732 0.0038 -0.0993
C 0.2574 1.0934 -0.5424
N -0.9293 1.3549 -0.3779
N -1.7322 0.4780 0.3997
C -1.6176 -0.7491 0.2907
N -0.8363 -1.6174 -0.5218
N 0.3060 -1.0919 -0.7377
H 0.8742 1.9044 -0.8395
H -2.3889 -1.3758 0.9749
*
```

## Properties
HOMO-LUMO gap   8.13 eV
Lowest unoccupied orbital energy   -0.96 eV
HOMO energy   -9.09 eV
SMILES string   [H]/N=c1\cnncnn1

Entry 2:
The following is a quantum chemistry calculation of one molecule with the formula C3H3N5O in a non-equilibrium geometry, from the Open Molecules 2025 dataset.

Geometry as ORCA input:
```
! RIJCOSX wB97M-V def2-TZVPD def2/J DEFGRID3
* xyz 0 1
H 0.9667 -2.4954 0.4017
N 1.0887 -1.7609 -0.3012
C 0.2048 -0.8966 -0.1946
N -1.0599 -0.9919 0.5298
N -1.5293 -0.1027 1.3349
C -0.8264 1.1490 1.4872
N -0.2732 1.8844 0.5944
N 0.0204 1.5772 -0.6925
C 0.2990 0.3641 -1.0544
O 0.7775 0.2400 -2.3340
H -0.8720 1.6401 2.5476
H 1.2036 -0.6073 -2.3188
*
```

## Properties
HOMO-LUMO gap   8.39 eV
Lowest unoccupied orbital energy   -1.32 eV
HOMO energy   -9.72 eV
SMILES string   [H]/N=c1\nncnnc1O

In the order shown, the computed ΔE to the lowest compared entry with this formula, charge and spin values come out to 5.3275; 2.7602 eV.